DFT (ωB97M-V/def2-TZVPD) results for an isolated molecule of C22H21ClN4O5 at a distorted geometry.

Calculated values
**Charge**: 0
**Highest occupied orbital energy**: -8.37 eV
**Frontier orbital gap**: 8.03 eV
**SMILES string**: COc1ccc(-n2nc(C(=O)NCC(=O)N3CCOCC3)c3ccccc3c2=O)cc1Cl

Geometry (Å):
C (-3.8604, -5.2433, -0.3729)
H (-3.2857, -6.0087, 0.1572)
O (-3.6469, -3.9651, 0.1781)
C (-2.3944, -3.4559, 0.1705)
C (-1.2661, -4.0835, -0.3459)
C (-0.0229, -3.4761, -0.3096)
C (0.1274, -2.2207, 0.2630)
C (-0.9940, -1.5755, 0.7853)
C (-2.2288, -2.1814, 0.7324)
Cl (-3.6105, -1.3668, 1.3683)
H (-0.8997, -0.5970, 1.2249)
N (1.3682, -1.5352, 0.2913)
N (1.2380, -0.2149, 0.4181)
C (2.2518, 0.5851, 0.3751)
C (3.5960, 0.1155, 0.1909)
C (4.7175, 0.9456, 0.0927)
C (5.9681, 0.3888, -0.0534)
C (6.1299, -0.9954, -0.0989)
C (5.0351, -1.8253, -0.0065)
C (3.7575, -1.2809, 0.1356)
C (2.6047, -2.1831, 0.2107)
O (2.6986, -3.3944, 0.2085)
H (5.1312, -2.8997, -0.0431)
H (7.1180, -1.4161, -0.2094)
H (6.8336, 1.0296, -0.1314)
H (4.5822, 2.0149, 0.1188)
C (1.8857, 2.0346, 0.4676)
O (2.4213, 2.9081, -0.1870)
N (0.8678, 2.2572, 1.3229)
C (0.1791, 3.5217, 1.4281)
C (-1.3371, 3.3180, 1.3499)
O (-2.0537, 3.6744, 2.2657)
N (-1.8123, 2.6616, 0.2719)
C (-1.1155, 2.3573, -0.9587)
H (-1.1057, 1.2695, -1.0995)
C (-1.8598, 3.0154, -2.1314)
O (-3.2078, 2.6211, -2.1845)
C (-3.8781, 2.9651, -0.9914)
H (-3.8717, 4.0578, -0.8593)
C (-3.2185, 2.2994, 0.2163)
H (-3.2950, 1.2109, 0.1213)
H (-3.6901, 2.6239, 1.1440)
H (-4.9061, 2.6200, -1.1065)
H (-1.7929, 4.1104, -2.0304)
H (-1.4118, 2.7135, -3.0792)
H (-0.0933, 2.7240, -0.9466)
H (0.3821, 3.9915, 2.3967)
H (0.5532, 4.1784, 0.6380)
H (0.4649, 1.4677, 1.8028)
H (0.8255, -3.9941, -0.7218)
H (-1.3457, -5.0609, -0.7928)
H (-4.9239, -5.4400, -0.2492)
H (-3.6087, -5.2672, -1.4375)

Atoms 1-6, force components in eV/Å:
-0.025 -0.230 -0.107
-0.008 0.027 -0.026
0.145 0.300 0.115
0.082 0.124 0.033
-0.380 -0.002 0.045
0.197 0.135 0.015

---

DFT (ωB97M-V/def2-TZVPD) results for a cluster of 6 separate species, C2H16O5S2 in total at a distorted geometry.

Calculated values
**Charge**: 0
**Highest occupied orbital energy**: -8.46 eV
**Frontier orbital gap**: 8.49 eV
**SMILES string**: CSSC.O.O.O.O.O
**Relative energy (zero: lowest compared OMol25 entry of this formula, charge and spin)**: 67.0 kJ/mol

Geometry (Å):
C (-0.7124, 2.5236, 0.1610)
S (1.0129, 2.0314, 0.4895)
S (1.3871, 1.2439, 2.2124)
C (1.3062, -0.5307, 1.9439)
H (-0.7480, 3.2524, -0.6764)
H (-1.4911, 1.7782, -0.1019)
H (-1.2194, 3.0400, 1.0197)
H (0.3306, -0.9890, 1.7549)
H (2.0307, -0.7850, 1.1784)
H (1.7854, -0.9307, 2.8619)
H (-1.3415, 0.3515, -1.6544)
H (-2.5880, -0.5206, -2.0934)
O (-2.3048, 0.1945, -1.5166)
H (-2.7390, -2.3973, 1.4245)
H (-1.9820, -1.8408, 0.0935)
O (-2.4446, -2.5602, 0.5286)
H (-1.8060, -3.6807, -1.1057)
H (-2.7359, -2.6348, -1.6738)
O (-2.0464, -3.2718, -1.9434)
H (2.9484, -1.5605, -1.8639)
H (1.5777, -2.1284, -1.7222)
O (2.1397, -1.4394, -1.3336)
H (0.1163, 0.1736, -2.8738)
H (0.9026, -0.4578, -1.6233)
O (0.3094, 0.2923, -1.9210)

Atoms 1-6, force components in eV/Å:
-2.145 0.511 0.877
-0.131 1.319 -2.683
-0.569 -0.527 1.930
1.012 -0.547 0.670
0.644 -0.418 0.473
1.073 -0.218 0.074

---

DFT (ωB97M-V/def2-TZVPD) results for an isolated molecule of C8H16N2O2 at a distorted geometry.

Calculated values
**Charge**: 0
**Highest occupied orbital energy (spin up / spin down)**: -9.19 / -9.46 eV
**Frontier orbital gap (spin up / spin down)**: 7.04 / 8.92 eV
**Relative energy (zero: lowest compared OMol25 entry of this formula, charge and spin)**: 314.7 kJ/mol

Geometry (Å):
C (1.8696, 0.6741, 2.0058)
C (-1.6117, 0.3598, 0.8282)
C (-1.2482, 0.6992, -0.6032)
C (-0.6454, 0.9172, 1.8787)
C (-1.0068, 2.1944, -0.8521)
C (1.2514, -1.7337, -0.3344)
C (0.5216, -1.5498, -2.7773)
C (0.1005, -1.2263, -1.2895)
N (0.7369, 1.1121, 1.3899)
N (-0.0611, 0.1682, -1.0239)
O (1.9526, 0.4761, 3.2419)
O (-0.6082, 0.0244, 2.9428)
H (2.8147, 0.6449, 1.2969)
H (-2.6365, 0.5070, 1.0307)
H (-1.4445, -0.7242, 0.9273)
H (-1.9862, 0.1166, -1.1794)
H (-1.0102, 1.8964, 2.2469)
H (-1.1958, 2.4599, -1.9955)
H (0.0024, 2.2156, -0.5176)
H (-1.7004, 2.9370, -0.4537)
H (2.2038, -1.1404, -0.4747)
H (1.0683, -1.6378, 0.8050)
H (1.5089, -2.8255, -0.5065)
H (-0.4640, -1.6942, -3.3390)
H (0.9567, -2.5411, -2.6636)
H (1.0586, -0.6743, -3.1023)
H (-0.8071, -1.7680, -0.9198)
H (0.3800, 0.1125, 3.4384)

Atoms 1-6, force components in eV/Å:
0.650 0.205 -0.145
2.013 -1.542 -0.076
-1.682 0.741 -0.099
1.231 -0.170 1.097
-2.593 0.544 -3.019
1.103 -0.191 1.194

---

DFT (ωB97M-V/def2-TZVPD) results for a cluster of 2 separate species, C6H12N2O in total at a distorted geometry.

Calculated values
**Charge**: 0
**Highest occupied orbital energy**: -8.27 eV
**Frontier orbital gap**: 8.98 eV
**SMILES string**: Cc1c[nH]cn1.CCO
**Relative energy (zero: lowest compared OMol25 entry of this formula, charge and spin)**: 120.0 kJ/mol

Geometry (Å):
C (3.8225, 0.9585, 1.1026)
C (1.0358, 1.8932, -0.9059)
C (1.6781, 0.0087, 0.0728)
C (2.5809, 1.0406, 0.3326)
N (0.7806, 0.5360, -0.8088)
N (2.1308, 2.1839, -0.2540)
H (-0.0566, 0.0341, -1.0522)
H (0.4535, 2.3390, -1.6993)
H (1.5543, -0.9788, 0.4768)
H (3.9267, 1.8227, 1.7877)
H (4.6557, 1.0947, 0.3933)
H (4.0593, 0.0849, 1.7086)
C (-2.3987, -0.9770, -0.4298)
C (-3.7397, -1.0019, 0.2619)
O (-1.8853, -2.1834, -0.9513)
H (-2.4253, -0.1974, -1.1825)
H (-1.6407, -0.6651, 0.3111)
H (-4.2977, -1.9329, 0.1351)
H (-2.1804, -2.9731, -0.4972)
H (-4.3639, -0.2107, -0.1420)
H (-3.6899, -0.8761, 1.3403)

Atoms 1-6, force components in eV/Å:
1.716 1.481 0.470
-0.128 -2.367 -0.836
0.955 0.980 -0.105
-2.018 -1.759 0.334
-0.339 0.270 1.029
0.218 0.907 -0.549

---

The following DFT total energy values (in a.u.) correspond, in order, to the records above: -1906.390555 -1258.331900 -574.217811 -420.538172.
The following molar mass values (in g/mol) correspond, in order, to the records above: 456.9 184.3 172.2 128.2.